{
  "formula": "C6H6O2",
  "method": "wB97M-V/def2-TZVPD",
  "elements": ["C", "C", "C", "C", "C", "C", "O", "O", "H", "H", "H", "H", "H", "H"],
  "coordinates": [[1.7783, 1.2944, -0.1104], [1.0949, 0.0461, -0.6206], [-0.0891, 0.8877, 1.2434], [-0.4407, -0.0096, 0.3002], [2.4692, 0.0023, -0.7487], [-1.6409, -0.8043, 0.1140], [1.2343, 1.4622, 1.1505], [3.4656, -0.9404, -0.6513], [1.8094, 2.2983, -0.5026], [-0.5699, 1.2511, 2.1156], [-2.4962, -0.2575, -0.3580], [-2.0148, -1.1346, 1.1295], [-1.4666, -1.5943, -0.5882], [4.3645, -0.5325, -0.5054]],
  "forces_ev_per_a": [[-1.1, -2.2, -1.5], [0.4, 1.3, 0.7], [2.6, -0.6, -1.9], [4.6, 1.7, -0.6], [-3.0, 0.0, 2.0], [-2.0, 0.2, 0.4], [-1.6, -0.2, 2.3], [0.3, 1.1, 0.3], [0.5, 0.0, -1.0], [-0.5, 0.0, 0.5], [0.7, 0.0, 0.4], [0.4, -0.1, -1.3], [0.1, -0.9, 0.1], [-1.6, -0.3, -0.5]],
  "nbo_charge": [0.033, -0.072, 0.096, -0.032, 0.238, -0.669, -0.514, -0.673, 0.180, 0.214, 0.227, 0.235, 0.241, 0.497],
  "orbital_gap_ev": 9.11,
  "lumo_energy_ev": 0.76,
  "multiplicity": 1,
  "smiles": "CC1=CO[C@H]2C(O)=C12",
  "de_lowest_kcal_mol": 124.3
}